# 1
96
Properties=species:S:1:pos:R:3:mulliken_charge:R:1 method="wB97M-V/def2-TZVPD" orbital_gap_ha=0.3066 lumo_ev=0.31 e_above_lowest_ev=0.000 spin_multiplicity=1 total_energy_ha=-4064.7139
C 4.070 2.326 -1.189 -1.033
C 3.235 2.813 -0.054 0.696
O 2.481 3.780 -0.235 -0.689
N 3.323 2.076 1.101 0.428
C 2.562 2.456 2.266 -0.926
H 4.236 3.200 -1.783 0.363
H 3.507 1.564 -1.721 0.168
H 4.962 1.864 -0.839 0.291
H 4.091 1.381 1.240 0.125
H 1.547 2.655 2.036 0.389
H 2.915 3.422 2.763 0.370
H 2.688 1.658 3.077 -0.049
C 1.827 -1.965 -6.230 -1.074
C 1.018 -0.918 -5.452 0.650
O 0.319 -1.144 -4.523 -0.559
N 1.140 0.352 -5.970 -0.162
C 0.580 1.484 -5.244 -0.622
H 1.219 -2.832 -6.398 0.293
H 2.696 -2.151 -5.642 0.259
H 2.132 -1.543 -7.167 0.362
H 1.475 0.459 -6.862 0.186
H 1.104 2.376 -5.622 0.351
H 0.748 1.406 -4.159 0.064
H -0.503 1.597 -5.283 0.251
C -3.410 -0.439 1.329 -0.182
C -2.806 0.588 2.190 0.353
O -2.783 0.450 3.403 -0.755
N -2.266 1.627 1.558 0.385
C -1.713 2.760 2.308 -0.897
H -3.586 -1.241 2.069 0.288
H -2.779 -0.688 0.512 -0.103
H -4.387 -0.145 0.983 0.231
H -2.372 1.646 0.558 0.004
H -2.258 3.071 3.207 0.321
H -1.646 3.578 1.602 0.348
H -0.737 2.563 2.667 0.097
C 5.618 1.421 4.234 -0.613
S 6.292 0.111 3.224 0.418
O 5.541 0.221 1.927 -0.642
C 7.904 0.939 2.989 -0.993
H 5.622 2.312 3.518 0.215
H 6.276 1.611 5.097 0.421
H 4.621 1.149 4.650 0.083
H 8.487 0.756 3.887 0.394
H 7.799 1.981 2.708 0.320
H 8.430 0.349 2.158 0.305
C -5.178 1.187 -2.100 -0.634
S -3.840 2.446 -1.701 0.462
O -2.530 1.772 -1.530 -0.643
C -3.695 3.224 -3.339 -1.047
H -5.354 0.639 -1.120 0.143
H -4.836 0.513 -2.833 -0.005
H -5.986 1.737 -2.482 0.559
H -4.561 3.873 -3.271 0.440
H -3.841 2.513 -4.136 0.280
H -2.727 3.738 -3.444 0.326
C 0.763 0.623 6.194 -1.063
S 1.379 -0.699 5.101 0.233
O 2.592 -0.099 4.506 -0.444
C 0.085 -0.495 3.896 -0.357
H 1.667 0.823 6.824 0.356
H -0.067 0.209 6.733 0.414
H 0.509 1.498 5.693 0.304
H 0.110 -1.234 3.097 0.132
H 0.364 0.489 3.394 -0.169
H -0.917 -0.460 4.355 0.564
C -1.662 -2.072 -2.201 -0.102
S -3.262 -2.955 -2.222 0.501
O -4.114 -2.005 -1.447 -0.577
C -3.568 -2.574 -3.919 -1.017
H -1.294 -2.326 -1.177 -0.392
H -1.808 -0.984 -2.217 0.149
H -0.862 -2.512 -2.862 0.485
H -3.613 -1.463 -3.976 0.139
H -4.541 -2.985 -4.235 0.363
H -2.786 -2.913 -4.563 0.409
C -2.452 -4.557 0.521 -0.344
S -3.962 -5.438 -0.034 0.427
O -3.976 -6.681 0.809 -0.677
C -5.222 -4.363 0.567 -0.506
H -2.518 -3.461 0.372 -0.381
H -1.592 -4.982 0.028 0.346
H -2.369 -4.716 1.585 0.471
H -5.080 -4.358 1.639 0.298
H -6.249 -4.678 0.349 0.345
H -5.121 -3.365 0.095 0.021
C 2.444 -1.149 0.917 -0.560
S 0.811 -1.163 0.068 0.333
O -0.227 -1.664 1.062 -0.577
C 0.490 0.687 -0.249 1.034
H 2.363 -0.369 1.718 -0.295
H 3.274 -1.011 0.246 0.428
H 2.557 -2.111 1.402 0.480
H 1.193 1.007 -0.991 0.088
H 0.492 1.190 0.695 -0.462
H -0.499 0.740 -0.703 -0.410

# 2
105
Properties=species:S:1:pos:R:3:mulliken_charge:R:1 method="wB97M-V/def2-TZVPD" orbital_gap_ha=0.0960 lumo_ev=-7.20 spin_multiplicity=1 total_energy_ha=-6409.8945
Mg 36.192 4.292 13.628 0.216
Al 33.213 0.110 10.417 1.035
O 37.936 3.965 14.051 -0.372
H 38.451 3.136 14.087 0.229
O 36.505 5.809 12.658 -0.421
H 36.040 6.288 11.946 0.211
P 39.049 2.540 10.218 1.358
F 39.373 4.090 10.730 -0.376
F 38.033 2.495 11.499 -0.499
F 37.749 3.149 9.490 -0.441
F 38.691 1.094 9.656 -0.348
F 39.990 2.728 8.928 -0.381
F 40.252 1.792 11.088 -0.403
P 30.673 1.875 7.972 1.247
F 31.907 2.132 8.978 -0.202
F 31.186 3.073 6.931 -0.394
F 31.707 0.747 7.322 -0.369
F 29.570 1.294 6.879 -0.348
F 30.185 0.738 9.047 -0.304
F 29.620 2.856 8.690 -0.364
Br 34.638 2.952 12.436 0.343
C 37.948 -2.032 11.721 -1.509
C 36.757 -1.312 12.285 0.579
C 37.092 -0.330 13.406 -1.085
O 36.119 -0.463 11.345 -0.164
H 38.658 -1.293 11.348 0.275
H 37.734 -2.714 10.898 0.357
H 38.487 -2.633 12.453 0.385
H 36.073 -1.988 12.798 0.263
H 37.930 0.351 13.258 0.408
H 37.344 -0.872 14.317 0.463
H 36.287 0.360 13.662 -0.018
H 36.787 0.149 11.028 0.040
C 33.737 4.691 17.106 -1.527
C 34.013 4.970 15.596 0.754
C 33.730 6.415 15.306 -0.990
O 35.457 4.748 15.366 -0.106
H 33.905 3.668 17.443 0.373
H 32.686 4.940 17.251 0.403
H 34.414 5.246 17.755 0.410
H 33.286 4.360 15.059 -0.017
H 34.412 6.991 15.931 0.352
H 32.677 6.589 15.531 0.455
H 33.960 6.625 14.261 0.034
H 35.941 5.201 16.060 0.301
C 38.982 5.790 7.759 -0.949
C 38.284 6.935 8.609 0.195
C 36.879 6.428 9.022 -1.022
O 38.970 7.053 9.849 -0.471
H 40.050 5.612 7.880 0.352
H 38.930 6.075 6.708 0.378
H 38.480 4.833 7.899 -0.067
H 38.295 7.927 8.159 0.577
H 36.197 6.222 8.198 0.441
H 36.419 7.154 9.693 0.261
H 36.978 5.491 9.571 -0.026
H 39.706 7.594 9.552 0.306
C 30.912 4.649 11.372 -0.781
C 30.787 3.357 12.236 0.444
C 29.432 3.286 12.848 -1.699
O 30.909 2.351 11.307 -0.446
H 31.947 4.629 11.032 -0.044
H 30.800 5.549 11.977 0.459
H 30.208 4.608 10.541 0.602
H 31.554 3.153 12.983 -0.089
H 28.740 3.423 12.017 0.365
H 29.307 4.021 13.644 0.415
H 29.213 2.337 13.337 0.369
H 30.275 2.632 10.643 0.170
C 33.382 7.650 11.836 -1.013
C 32.653 8.387 10.726 0.427
C 31.152 8.540 10.981 -1.026
O 33.193 9.687 10.869 -0.567
H 34.459 7.533 11.717 0.007
H 32.925 6.678 12.020 0.301
H 33.166 8.187 12.760 0.392
H 32.925 7.985 9.750 0.324
H 30.614 9.206 10.307 0.359
H 30.783 8.726 11.990 0.304
H 30.782 7.529 10.808 0.125
H 32.822 10.198 10.146 0.357
C 32.108 0.286 15.257 -1.417
C 33.401 -0.220 14.526 1.504
C 34.367 -1.075 15.329 -1.502
O 33.113 -0.842 13.360 -0.380
H 31.462 0.951 14.683 0.147
H 32.248 0.712 16.250 0.363
H 31.500 -0.579 15.524 0.465
H 33.971 0.680 14.297 -0.507
H 34.785 -0.377 16.054 0.327
H 35.101 -1.730 14.861 0.208
H 33.778 -1.740 15.961 0.519
H 32.735 -1.706 13.541 0.270
C 34.234 3.760 8.393 0.126
C 34.756 2.426 7.713 0.474
C 35.825 2.605 6.585 -1.472
O 35.361 1.807 8.785 -0.137
H 35.049 4.481 8.459 -0.292
H 33.732 3.600 9.347 -0.254
H 33.448 4.212 7.788 0.483
H 33.872 1.820 7.513 0.348
H 35.698 1.789 5.873 0.362
H 36.866 2.657 6.903 0.338
H 35.638 3.523 6.028 0.392
H 36.128 2.370 8.911 0.056

# 3
109
Properties=species:S:1:pos:R:3:mulliken_charge:R:1 method="wB97M-V/def2-TZVPD" orbital_gap_ha="0.2972 / 0.1091" lumo_ev="-3.67 / -8.78" spin_multiplicity=2 total_energy_ha=-4307.0657 total_charge=+1
C -2.549 -22.894 -15.567 -1.000
C -2.231 -21.430 -15.122 0.973
O -2.965 -20.987 -14.281 -0.159
N -1.099 -20.823 -15.444 -0.036
C -0.867 -19.442 -15.052 -0.870
H -1.610 -23.418 -15.739 0.279
H -3.050 -23.098 -16.513 0.352
H -2.859 -23.484 -14.704 0.363
H -0.370 -21.290 -15.963 0.204
H -1.529 -19.010 -14.302 0.372
H -0.683 -18.761 -15.882 0.369
H -0.074 -19.410 -14.305 0.157
C 4.841 -20.912 -16.024 -0.808
C 3.612 -21.782 -15.929 0.692
O 2.531 -21.403 -16.320 -0.628
N 3.813 -23.013 -15.451 -0.184
C 2.745 -23.977 -15.503 -0.864
H 5.032 -20.169 -15.250 -0.107
H 4.829 -20.355 -16.960 0.381
H 5.726 -21.547 -15.977 0.421
H 4.672 -23.458 -15.740 0.307
H 2.595 -24.552 -16.416 0.367
H 1.781 -23.535 -15.251 0.132
H 2.872 -24.695 -14.693 0.368
C 5.372 -8.732 -14.979 -0.746
O 4.704 -10.005 -15.033 -0.301
P 5.571 -11.363 -15.385 0.858
O 7.063 -11.363 -15.038 -0.699
O 4.568 -12.351 -14.540 -0.205
C 3.289 -12.571 -15.025 -0.577
O 5.098 -11.587 -16.899 -0.330
C 5.600 -12.583 -17.801 -0.280
H 6.459 -8.668 -14.940 0.333
H 5.104 -8.233 -14.048 0.251
H 4.922 -8.200 -15.817 0.266
H 2.651 -12.936 -14.220 0.275
H 3.325 -13.344 -15.792 0.191
H 2.875 -11.646 -15.426 0.294
H 6.666 -12.717 -17.616 0.065
H 5.501 -12.153 -18.798 0.336
H 5.056 -13.527 -17.766 0.215
C 11.115 -19.308 -16.010 -0.741
O 12.133 -19.350 -17.064 -0.233
P 12.922 -20.780 -17.286 0.922
O 12.050 -21.925 -17.565 -0.682
O 13.962 -20.857 -16.030 -0.325
C 14.957 -19.893 -15.836 -0.779
O 13.887 -20.401 -18.567 -0.284
C 14.410 -21.393 -19.374 -0.708
H 10.142 -19.493 -16.465 0.217
H 11.021 -18.382 -15.443 0.302
H 11.357 -20.106 -15.308 0.452
H 14.884 -19.340 -14.900 0.344
H 14.932 -18.948 -16.378 0.316
H 15.969 -20.294 -15.777 0.321
H 13.614 -21.938 -19.881 0.304
H 15.059 -22.130 -18.899 0.306
H 14.988 -20.884 -20.145 0.258
C 9.191 -14.119 -17.215 -0.683
O 8.390 -14.790 -18.182 0.344
P 8.910 -15.305 -19.629 0.470
O 10.323 -14.963 -19.955 -0.700
O 7.874 -14.763 -20.751 -0.331
C 7.519 -13.333 -20.883 -0.607
O 8.610 -16.896 -19.541 -0.288
C 9.539 -17.818 -19.054 -0.800
H 9.573 -13.136 -17.490 0.331
H 10.098 -14.707 -17.070 0.316
H 8.668 -13.917 -16.281 0.123
H 6.448 -13.235 -21.063 0.239
H 7.843 -12.991 -21.866 0.344
H 7.851 -12.684 -20.073 0.251
H 9.048 -18.635 -18.525 0.309
H 10.239 -17.619 -18.242 0.301
H 10.030 -18.397 -19.836 0.365
C 1.114 -17.973 -10.190 -0.503
O 2.355 -18.665 -10.061 -0.348
P 2.747 -20.040 -10.868 0.704
O 2.665 -21.313 -10.102 -0.678
O 1.783 -20.081 -12.150 -0.028
C 1.722 -21.261 -13.000 -0.387
O 4.201 -19.770 -11.558 -0.224
C 4.850 -20.815 -12.248 -0.510
H 0.263 -18.518 -9.781 0.287
H 0.989 -17.779 -11.255 0.174
H 1.099 -17.021 -9.658 0.264
H 2.518 -21.968 -12.764 0.398
H 1.906 -20.975 -14.035 -0.155
H 0.781 -21.797 -12.870 0.305
H 5.896 -20.582 -12.444 0.322
H 4.388 -20.656 -13.222 -0.032
H 4.751 -21.845 -11.904 0.381
C 6.967 -17.638 -16.045 -0.458
O 5.866 -17.569 -15.176 -0.137
P 4.941 -16.234 -15.119 0.967
O 4.815 -15.601 -16.508 -0.648
O 3.561 -16.811 -14.377 -0.260
C 2.844 -17.737 -15.042 -0.322
O 5.664 -15.373 -13.994 -0.328
C 6.918 -14.708 -14.144 -0.317
H 7.749 -18.296 -15.666 0.279
H 7.256 -16.666 -16.445 -0.005
H 6.296 -18.110 -16.763 0.352
H 2.598 -18.592 -14.412 -0.020
H 3.397 -18.301 -15.793 0.158
H 2.030 -17.346 -15.652 0.289
H 7.656 -15.304 -14.681 0.130
H 7.441 -14.474 -13.216 0.327
H 6.760 -13.807 -14.737 0.016

# 4
99
Properties=species:S:1:pos:R:3:mulliken_charge:R:1 method="wB97M-V/def2-TZVPD" orbital_gap_ha=0.3079 lumo_ev=0.47 e_above_lowest_ev=0.000 spin_multiplicity=1 total_energy_ha=-2080.7578
C -5.881 -21.935 4.276 -0.664
O -6.064 -20.768 3.519 -0.507
C -7.258 -20.731 2.759 -0.091
C -7.148 -21.633 1.522 0.696
N -6.017 -21.284 0.640 -0.422
C -6.017 -19.915 0.092 -0.692
C -7.192 -19.610 -0.794 -0.814
O -8.299 -19.297 0.015 0.017
C -9.488 -19.019 -0.684 -0.721
H -5.073 -21.735 4.982 0.401
H -5.628 -22.802 3.661 0.281
H -6.751 -22.144 4.914 0.212
H -7.475 -19.688 2.546 0.094
H -8.087 -21.146 3.357 0.275
H -8.059 -21.589 0.935 -1.064
H -6.913 -22.639 1.874 0.111
H -5.187 -21.326 1.223 0.334
H -5.088 -19.820 -0.471 0.505
H -5.991 -19.177 0.906 0.333
H -7.399 -20.484 -1.432 0.341
H -6.910 -18.807 -1.489 0.477
H -9.868 -19.881 -1.246 0.315
H -9.377 -18.127 -1.308 0.416
H -10.244 -18.808 0.076 -0.044
C -16.456 -16.877 3.083 -0.743
O -15.198 -17.097 3.647 -0.420
C -14.870 -18.486 3.685 0.146
C -13.742 -18.668 4.669 -0.898
N -12.548 -17.850 4.308 -0.448
C -11.651 -18.582 3.418 0.044
C -10.659 -17.680 2.737 -0.125
O -11.321 -16.889 1.763 -0.269
C -10.494 -15.846 1.295 -0.823
H -17.234 -17.314 3.724 0.298
H -16.562 -17.284 2.070 0.251
H -16.645 -15.805 3.035 0.288
H -14.624 -18.798 2.663 -0.196
H -15.734 -19.069 4.028 0.612
H -13.402 -19.700 4.718 0.297
H -14.040 -18.292 5.648 0.329
H -12.868 -16.993 3.873 0.383
H -12.240 -19.088 2.635 -0.222
H -11.156 -19.381 3.973 0.295
H -9.879 -18.340 2.322 -0.219
H -10.140 -17.036 3.458 0.588
H -10.086 -15.236 2.100 0.361
H -11.136 -15.245 0.647 0.266
H -9.689 -16.242 0.665 0.185
C -10.690 -23.306 -0.461 -0.448
O -10.383 -24.362 0.417 -0.214
C -9.229 -25.075 0.020 -0.495
C -8.901 -26.106 1.071 -0.817
N -8.112 -25.481 2.145 0.034
C -7.624 -26.491 3.078 -0.751
C -6.717 -25.901 4.150 -0.656
O -7.490 -24.980 4.924 -0.037
C -7.160 -24.976 6.304 -1.009
H -9.834 -22.622 -0.546 0.094
H -11.565 -22.789 -0.080 -0.055
H -10.898 -23.711 -1.462 0.430
H -8.378 -24.382 -0.064 0.193
H -9.385 -25.486 -0.990 0.415
H -8.289 -26.884 0.601 0.557
H -9.799 -26.619 1.438 0.389
H -8.800 -24.930 2.656 -0.188
H -7.114 -27.279 2.517 0.548
H -8.435 -27.005 3.625 0.330
H -5.851 -25.411 3.705 0.270
H -6.463 -26.748 4.793 0.452
H -7.145 -25.996 6.705 0.468
H -8.004 -24.503 6.815 0.299
H -6.237 -24.434 6.508 0.236
C -10.969 -24.315 3.962 0.601
O -12.115 -24.330 3.532 -0.878
N -10.562 -25.166 4.954 -0.270
N -10.001 -23.501 3.470 0.109
H -11.267 -25.557 5.550 0.241
H -9.613 -25.177 5.288 0.084
H -9.077 -23.398 3.857 0.232
H -10.262 -22.816 2.765 -0.423
C -13.456 -19.626 -0.124 0.113
O -12.963 -20.247 0.815 -0.419
N -13.017 -18.352 -0.415 -0.379
N -14.532 -20.077 -0.836 -0.458
H -12.476 -17.951 0.344 0.129
H -13.731 -17.775 -0.830 0.255
H -14.636 -19.694 -1.758 0.195
H -14.966 -20.934 -0.547 0.247
C -14.904 -22.313 3.579 0.553
O -15.793 -21.464 3.612 -0.707
N -13.810 -22.219 2.787 0.007
N -14.993 -23.476 4.317 -0.346
H -13.009 -22.840 2.860 0.365
H -13.708 -21.409 2.201 -0.068
H -14.239 -24.136 4.229 0.206
H -15.884 -23.664 4.729 0.220
O -10.501 -21.062 1.837 1.147
H -11.371 -20.798 1.486 -0.187
H -9.876 -20.801 1.154 -0.381